Entry 1:
{"formula": "C14H35N3PdS2", "method": "ωB97M-V with the def2-TZVPD basis set", "e_lumo_ev": [-5.3, -9.6], "fmax_ev_per_a": 5.0, "charge": 2, "orbital_gap_ha": [0.32738, 0.16836], "spin_multiplicity": 3, "relative_energy_kj_mol": 74.64, "elements": ["Pd", "S", "S", "C", "C", "C", "N", "C", "C", "H", "H", "H", "H", "H", "H", "H", "H", "C", "H", "H", "H", "H", "H", "H", "H", "C", "C", "H", "H", "H", "H", "C", "N", "C", "C", "C", "N", "C", "C", "H", "H", "H", "H", "H", "H", "H", "H", "H", "H", "H", "H", "H", "H", "H", "H"], "positions_angstrom": [[0.24262, -1.16741, -0.05702], [2.42885, 0.42974, 0.03475], [-0.51011, -0.82022, 2.48273], [2.24706, 0.71682, -1.73120], [3.44023, -1.09870, -0.11555], [2.53744, -2.34710, -0.07153], [1.65173, -2.17671, 1.09185], [0.65980, -3.17206, 1.50482], [-0.06896, -2.58238, 2.74105], [4.16591, -1.11036, 0.72246], [3.98175, -1.05090, -1.06245], [3.10222, -3.27973, 0.04284], [1.89732, -2.39595, -1.00144], [1.18554, -4.11836, 1.72103], [-0.06436, -3.32456, 0.65690], [0.58652, -2.60341, 3.61997], [-0.99248, -3.13880, 2.95391], [-2.25957, -1.06878, 2.07512], [2.08721, -1.64847, 1.87904], [-2.36576, -1.87768, 1.34542], [-2.62406, -0.12131, 1.63423], [-2.82450, -1.27350, 2.99497], [2.29735, 1.78458, -1.88822], [1.27402, 0.30291, -2.07804], [3.07418, 0.22848, -2.27686], [2.24315, 1.48732, 3.66375], [1.42097, 2.38856, 3.10465], [3.28736, 1.39695, 3.31864], [1.90384, 0.83987, 4.46551], [1.78985, 3.09723, 2.35441], [0.39394, 2.49542, 3.45372], [-1.42915, -0.65178, -1.13768], [-0.88930, -0.19705, -2.42435], [-0.84770, -1.25670, -3.40162], [-1.51459, 1.01936, -2.87641], [-1.10581, 2.20289, -2.02530], [-1.55753, 2.11589, -0.64010], [-0.90806, 3.09230, 0.22941], [-3.01190, 2.10660, -0.51627], [-2.48953, -0.86574, -1.04271], [-1.28698, 0.19748, -0.42959], [-1.02237, -1.71231, -0.95837], [-1.84853, -1.63250, -3.68062], [-0.35238, -0.88999, -4.30345], [-0.27075, -2.11718, -3.03200], [-1.15852, 1.16394, -3.89298], [-2.60247, 0.90683, -2.87788], [-0.00789, 2.30963, -1.99840], [-1.51826, 3.12060, -2.49916], [0.18402, 2.96414, 0.15967], [-1.14764, 4.13972, -0.03494], [-1.18881, 2.92325, 1.28635], [-3.48814, 3.03937, -0.90336], [-3.41609, 1.26814, -1.10550], [-3.31068, 1.96160, 0.52580]]}



Entry 2:
{"formula": "C4H8NO3", "method": "ωB97M-V with the def2-TZVPD basis set", "e_lumo_ev": 4.1, "fmax_ev_per_a": 2.0, "charge": -1, "orbital_gap_ha": 0.32501, "relative_energy_kj_mol": 76.92, "elements": ["C", "N", "C", "O", "H", "H", "H", "H", "H", "O", "C", "O", "C", "H", "H", "H"], "positions_angstrom": [[0.55071, -0.66186, 2.08084], [0.25477, -1.16449, 0.84041], [-0.35665, -2.51163, 0.78591], [0.47351, -1.26328, 3.15249], [0.92356, 0.41066, 2.04445], [0.32491, -0.56352, -0.01625], [-0.29748, -2.88130, 1.84816], [0.16738, -3.13265, 0.04405], [-1.42884, -2.43923, 0.48305], [-0.27954, 1.67573, 0.20632], [-0.02268, 1.39853, -1.00736], [0.39636, 0.24475, -1.41972], [-0.14258, 2.51313, -2.05755], [-0.46728, 2.09355, -3.04828], [-0.92551, 3.26392, -1.71232], [0.82935, 3.01769, -2.22419]]}



Entry 3:
{"formula": "C62H64Ge2N6RbS7", "method": "ωB97M-V with the def2-TZVPD basis set", "e_lumo_ev": 1.8, "fmax_ev_per_a": 0.4, "charge": -1, "orbital_gap_ha": 0.24215, "elements": ["Rb", "C", "C", "C", "C", "C", "C", "C", "C", "C", "C", "C", "C", "C", "C", "C", "Ge", "S", "S", "Ge", "S", "S", "C", "C", "C", "C", "C", "C", "C", "C", "C", "C", "C", "C", "C", "C", "C", "C", "C", "C", "C", "C", "C", "C", "C", "C", "C", "C", "C", "C", "C", "C", "C", "C", "C", "H", "H", "H", "H", "H", "H", "H", "H", "H", "H", "H", "H", "H", "H", "H", "H", "H", "H", "H", "H", "H", "H", "H", "H", "H", "H", "H", "H", "H", "H", "H", "H", "H", "H", "H", "H", "H", "H", "H", "H", "H", "H", "H", "H", "H", "H", "H", "H", "H", "H", "N", "C", "N", "C", "C", "S", "C", "C", "S", "C", "N", "N", "H", "H", "H", "H", "H", "H", "S", "C", "C", "N", "C", "H", "H", "H", "C", "C", "C", "N", "C", "C", "H", "H", "H", "H", "H"], "positions_angstrom": [[1.30553, -2.85319, 0.14421], [5.73772, 2.08398, 3.67142], [4.23878, 2.19977, 3.79308], [3.54631, 3.20060, 3.12585], [2.16265, 3.30171, 3.20479], [1.46276, 4.49000, 2.59806], [1.44072, 2.33221, 3.91493], [2.13082, 1.39312, 4.69984], [1.44164, 0.49073, 5.69803], [3.51932, 1.33000, 4.60143], [-0.05320, 2.46768, 3.98233], [-0.50628, 3.34770, 4.96501], [-1.85402, 3.59823, 5.14639], [-2.76972, 2.94107, 4.34820], [-2.35368, 2.04844, 3.35820], [-0.98500, 1.81262, 3.12742], [-0.40754, 0.46062, 1.73285], [0.29282, -1.30030, 2.71470], [0.96430, 1.45532, 0.20458], [-0.34208, 0.52907, -1.41778], [0.73767, -1.01714, -2.42738], [-1.94715, 0.00065, 0.11244], [-1.05749, 1.80289, -2.81737], [-0.50981, 3.07088, -3.10594], [-1.09768, 3.88104, -4.08246], [-2.19686, 3.45781, -4.80672], [-2.69151, 2.18493, -4.59175], [-2.12948, 1.35181, -3.62872], [-2.65647, -0.05313, -3.57085], [-3.73160, -0.40135, -2.74720], [-4.51436, 0.62212, -1.95998], [-4.11593, -1.74248, -2.66669], [-3.49670, -2.72519, -3.42078], [-3.86731, -4.18023, -3.27702], [-2.51880, -2.33425, -4.33195], [-2.10020, -1.01730, -4.43480], [-1.07628, -0.63377, -5.47388], [0.75265, 3.63619, -2.52812], [0.70443, 4.67712, -1.59681], [-0.58746, 5.12297, -0.94923], [1.88711, 5.31231, -1.22768], [3.11849, 4.90772, -1.71719], [4.39772, 5.56180, -1.25599], [3.14890, 3.86327, -2.63262], [1.98904, 3.23477, -3.06576], [2.07881, 2.14405, -4.10782], [-3.46311, 1.31691, 2.66026], [-4.21549, 1.94787, 1.66595], [-3.84213, 3.30403, 1.11235], [-5.32190, 1.29146, 1.13206], [-5.67101, 0.00981, 1.52609], [-6.81910, -0.72113, 0.87377], [-4.90566, -0.60717, 2.50878], [-3.81757, 0.02608, 3.09459], [-3.03312, -0.68310, 4.17407], [6.17003, 2.99296, 3.24782], [6.00342, 1.24852, 3.01882], [6.20055, 1.90255, 4.64489], [4.09446, 3.94182, 2.54611], [2.18570, 5.27318, 2.35907], [0.71230, 4.89902, 3.27798], [0.95567, 4.20758, 1.67361], [0.38029, 0.71666, 5.79107], [1.90912, 0.59317, 6.68396], [1.52583, -0.54534, 5.37421], [4.05005, 0.58016, 5.18913], [0.22790, 3.84295, 5.59248], [-2.18731, 4.28660, 5.91532], [-3.83431, 3.09340, 4.49439], [-0.65727, 4.85345, -4.27835], [-2.64011, 4.09970, -5.55991], [-3.51726, 1.80998, -5.18837], [-4.22717, 1.64222, -2.21133], [-4.34798, 0.48344, -0.89430], [-5.58709, 0.50554, -2.15134], [-4.92007, -2.01307, -1.98293], [-4.77906, -4.29925, -2.69008], [-3.06788, -4.73154, -2.77110], [-4.02154, -4.64730, -4.25356], [-2.07403, -3.08269, -4.98819], [-0.93307, -1.44759, -6.19144], [-0.11926, -0.42542, -4.98730], [-1.37657, 0.26298, -6.02059], [-1.41541, 4.46068, -1.19203], [-0.85631, 6.13608, -1.26555], [-0.47396, 5.13544, 0.13914], [1.83626, 6.12460, -0.50682], [4.19264, 6.45597, -0.66579], [5.02533, 5.84720, -2.10451], [4.97868, 4.87314, -0.63375], [4.10546, 3.54083, -3.04316], [3.01518, 2.22442, -4.66657], [1.24594, 2.19216, -4.81143], [2.04184, 1.15301, -3.64232], [-2.86533, 3.63159, 1.46196], [-4.57833, 4.06196, 1.39917], [-3.81456, 3.26491, 0.01911], [-5.89283, 1.78498, 0.34739], [-7.39196, -0.05556, 0.22648], [-7.49700, -1.14467, 1.61977], [-6.44589, -1.54778, 0.25996], [-5.16687, -1.61295, 2.83544], [-3.61483, -1.50962, 4.59015], [-2.76221, -0.00245, 4.98332], [-2.09700, -1.09250, 3.77690], [0.15472, -4.50673, 3.64878], [-0.15170, -5.43111, 2.69021], [0.00244, -5.25675, 1.41353], [-0.38928, -6.37098, 0.69060], [-0.80647, -7.42524, 1.42812], [-0.74612, -7.03148, 3.10939], [-0.37560, -6.28230, -0.78050], [-0.84255, -7.21429, -1.64270], [-0.71401, -6.63676, -3.26548], [-0.03203, -5.13250, -2.65217], [0.10102, -5.11928, -1.35799], [0.33406, -4.13082, -3.49756], [0.15115, -3.53505, 3.33042], [-0.24501, -4.63974, 4.55889], [-1.16467, -8.39156, 1.10107], [-1.28660, -8.17776, -1.43252], [-0.04563, -4.15261, -4.42619], [0.37780, -3.18846, -3.09452], [5.10658, -4.00276, 4.00002], [5.76799, -2.84147, 2.92777], [4.96162, -2.70912, 1.84511], [3.83992, -3.51153, 1.84544], [3.78624, -4.24005, 2.91713], [6.68963, -2.32582, 3.16119], [5.13025, -2.03135, 1.01573], [2.97979, -4.93035, 3.15472], [5.70732, -3.28289, -3.67640], [5.27065, -2.13290, -3.03750], [4.26811, -2.24493, -2.08557], [3.71112, -3.41143, -1.74989], [4.12921, -4.51001, -2.37947], [5.12339, -4.49736, -3.34569], [6.48374, -3.23284, -4.42990], [5.68717, -1.16234, -3.27958], [3.86967, -1.35992, -1.59373], [3.64188, -5.43926, -2.09618], [5.42747, -5.41703, -3.83071]]}



Copy entry 1 word for word.
{"formula": "C14H35N3PdS2", "method": "ωB97M-V with the def2-TZVPD basis set", "e_lumo_ev": [-5.3, -9.6], "fmax_ev_per_a": 5.0, "charge": 2, "orbital_gap_ha": [0.32738, 0.16836], "spin_multiplicity": 3, "relative_energy_kj_mol": 74.64, "elements": ["Pd", "S", "S", "C", "C", "C", "N", "C", "C", "H", "H", "H", "H", "H", "H", "H", "H", "C", "H", "H", "H", "H", "H", "H", "H", "C", "C", "H", "H", "H", "H", "C", "N", "C", "C", "C", "N", "C", "C", "H", "H", "H", "H", "H", "H", "H", "H", "H", "H", "H", "H", "H", "H", "H", "H"], "positions_angstrom": [[0.24262, -1.16741, -0.05702], [2.42885, 0.42974, 0.03475], [-0.51011, -0.82022, 2.48273], [2.24706, 0.71682, -1.73120], [3.44023, -1.09870, -0.11555], [2.53744, -2.34710, -0.07153], [1.65173, -2.17671, 1.09185], [0.65980, -3.17206, 1.50482], [-0.06896, -2.58238, 2.74105], [4.16591, -1.11036, 0.72246], [3.98175, -1.05090, -1.06245], [3.10222, -3.27973, 0.04284], [1.89732, -2.39595, -1.00144], [1.18554, -4.11836, 1.72103], [-0.06436, -3.32456, 0.65690], [0.58652, -2.60341, 3.61997], [-0.99248, -3.13880, 2.95391], [-2.25957, -1.06878, 2.07512], [2.08721, -1.64847, 1.87904], [-2.36576, -1.87768, 1.34542], [-2.62406, -0.12131, 1.63423], [-2.82450, -1.27350, 2.99497], [2.29735, 1.78458, -1.88822], [1.27402, 0.30291, -2.07804], [3.07418, 0.22848, -2.27686], [2.24315, 1.48732, 3.66375], [1.42097, 2.38856, 3.10465], [3.28736, 1.39695, 3.31864], [1.90384, 0.83987, 4.46551], [1.78985, 3.09723, 2.35441], [0.39394, 2.49542, 3.45372], [-1.42915, -0.65178, -1.13768], [-0.88930, -0.19705, -2.42435], [-0.84770, -1.25670, -3.40162], [-1.51459, 1.01936, -2.87641], [-1.10581, 2.20289, -2.02530], [-1.55753, 2.11589, -0.64010], [-0.90806, 3.09230, 0.22941], [-3.01190, 2.10660, -0.51627], [-2.48953, -0.86574, -1.04271], [-1.28698, 0.19748, -0.42959], [-1.02237, -1.71231, -0.95837], [-1.84853, -1.63250, -3.68062], [-0.35238, -0.88999, -4.30345], [-0.27075, -2.11718, -3.03200], [-1.15852, 1.16394, -3.89298], [-2.60247, 0.90683, -2.87788], [-0.00789, 2.30963, -1.99840], [-1.51826, 3.12060, -2.49916], [0.18402, 2.96414, 0.15967], [-1.14764, 4.13972, -0.03494], [-1.18881, 2.92325, 1.28635], [-3.48814, 3.03937, -0.90336], [-3.41609, 1.26814, -1.10550], [-3.31068, 1.96160, 0.52580]]}